Record 1
52
Properties=species:S:1:pos:R:3 method="wB97M-V/def2-TZVPD" e_above_lowest_kcal_mol=24.8 charge=0 orbital_gap_ev="6.319 / 6.503" e_lumo_ha="-0.04375 / -0.03587"
Tc -0.75923 -0.86489 -0.25058
S -1.48233 2.16121 -0.02878
S -2.89853 -0.36809 -0.05448
O 1.46687 -0.88919 3.18182
O -0.29753 1.26561 0.13362
O 1.26937 0.27611 -3.61338
O 5.35327 -0.19909 -0.28768
O -0.30653 -0.36469 -2.16988
O -0.18203 -1.02049 1.69162
N 1.31787 -0.73609 -0.28798
C -1.02033 -6.09299 0.79722
C -0.86343 -4.06459 -0.50388
C -0.32903 -6.19009 -1.50918
C 1.98797 -0.77599 0.85332
C -0.90613 -2.68819 -0.50498
C -2.06313 2.50881 1.68722
C -0.59193 -6.82819 -0.30288
C -1.01093 2.27171 2.75672
C -0.46403 -4.82429 -1.62018
C -1.89373 3.93461 -2.64238
C 1.91047 -0.41139 -1.42308
C -0.04743 3.43861 2.94512
C 3.35287 -0.58419 0.89692
C 3.27817 -0.21789 -1.48868
C 1.04727 -0.92139 2.04792
C 0.90077 -0.14769 -2.53948
C 4.02247 -0.34379 -0.31098
C -0.72403 3.79821 -0.42528
C -1.76453 4.54031 -1.24998
C -1.16423 -4.72749 0.70672
H -0.59633 4.37911 2.99082
H -0.01123 -6.76979 -2.36388
H -2.90063 1.82191 1.81152
H -2.44203 3.52821 1.69192
H -1.24043 -6.59349 1.72732
H -2.79073 4.29511 -3.13898
H -1.03393 4.20651 -3.24968
H -1.94063 2.84961 -2.59048
H -2.72513 4.48801 -0.72788
H -1.51913 2.08121 3.70302
H 0.16837 3.58191 -1.01168
H 5.69547 -0.02999 -1.17558
H -0.47243 -7.89689 -0.22208
H -1.49813 5.59661 -1.33458
H 0.50507 3.32731 3.87712
H -0.26163 -4.30759 -2.54628
H 3.88497 -0.60539 1.83382
H -0.44753 1.36941 2.51312
H -0.44513 4.33301 0.47652
H 3.73507 0.04141 -2.43198
H -1.48733 -4.12519 1.54132
H 0.68517 3.49471 2.14202

=====

Record 2
105
Properties=species:S:1:pos:R:3 method="wB97M-V/def2-TZVPD" e_above_lowest_kcal_mol=0.0 charge=+3 orbital_gap_ev=6.503 e_lumo_ha=-0.28923
Pb -0.11680 0.32902 0.38341
Br -0.17278 -6.91155 -1.82979
P -1.61428 3.02424 2.75988
O -1.12253 -1.59141 0.83183
O -1.09343 1.11285 -1.59642
O -1.81509 1.05704 -3.70024
O -0.25695 -1.65749 -1.66521
N -0.31980 4.96980 1.20712
N -3.99191 1.83893 1.87684
N 2.73337 -1.60136 0.59630
N -3.80450 2.52839 -3.51136
N 0.11574 1.96739 4.65551
N -2.29547 -2.87268 2.85102
N 0.31483 0.94724 2.71406
N 0.07241 2.90122 0.54028
N 1.74377 -1.63513 1.33713
N -2.22935 0.81618 1.08855
N -2.13807 -5.02588 2.97130
C 1.71122 -2.77965 2.20393
C -3.35694 -2.47677 5.12737
C -1.88082 -3.96296 2.20078
C -1.05543 -5.21617 0.25695
C 3.97303 -0.51823 -1.09269
C 0.08316 -1.64064 -3.05656
C -0.60393 3.65775 1.39588
C 0.82484 3.76053 -0.21185
C 1.87271 1.14778 -1.81742
C 1.29784 0.49829 3.55047
C 3.06543 1.15909 -2.53777
C -3.16236 -5.32130 5.27685
C 0.78278 -3.78645 4.18039
C -2.64401 1.84838 1.81801
C -4.84753 2.76445 2.62700
C 1.55167 -4.91943 3.95240
C 2.78848 -0.54674 -0.36091
C -0.20749 -4.07874 -1.67837
C 1.17927 1.12071 4.75808
C -0.94715 -2.77829 0.24001
C -3.80596 3.97272 -3.93027
C 2.39394 -4.98192 2.84687
C 2.48382 -3.91529 1.97018
C -3.69447 -4.57433 6.30994
C -4.44180 0.76499 1.15399
C -1.27642 -3.97804 0.88562
C -2.72954 -4.61350 4.16395
C -3.78928 -3.17687 6.23749
C -1.89008 1.42572 -2.52639
C -0.44787 -2.86389 -1.07596
C -0.33825 2.86797 5.71805
C 4.12314 0.34792 -2.16337
C -0.78742 6.11254 1.99221
C -2.56390 3.81780 -1.89723
C -2.82737 -3.22861 4.08734
C 0.58492 5.04385 0.19093
C -2.55762 4.51840 -3.25885
C -0.50519 -5.26113 -0.99690
C -0.38664 1.85082 3.40560
C -3.34030 0.13474 0.66123
C 0.85267 -2.72130 3.29574
C 1.76423 0.31826 -0.72020
C -3.05272 2.39660 -2.20888
H 0.99103 5.98298 -0.14496
H -3.81412 4.03005 -5.01535
H 1.50262 -5.75557 4.63779
H 0.19524 -4.13515 -2.67909
H -1.42259 2.85384 5.78351
H -1.58105 3.78566 -1.43069
H -5.49011 0.53537 1.06481
H 1.50254 3.42538 -0.97374
H -0.82796 6.98481 1.34595
H 3.14928 1.79935 -3.40642
H -4.73577 2.12071 -3.49062
H 0.00948 3.88201 5.53214
H -0.63204 -2.23714 -3.62361
H -1.91076 -5.97674 2.73005
H 2.99117 -5.86696 2.67405
H 1.03410 1.74535 -2.14449
H -1.78317 5.91318 2.37843
H -2.14049 -1.95832 2.44457
H -0.10565 6.30880 2.81731
H 4.75374 -1.21280 -0.81059
H -4.71075 4.43473 -3.53845
H -3.19711 1.94158 -4.14031
H 0.13744 -3.73192 5.04934
H 0.00844 -0.60590 -3.37141
H 1.09656 -2.01707 -3.20735
H -3.26843 -0.74452 0.04471
H -3.70568 1.98126 -1.44512
H -4.04844 -5.07950 7.19766
H 0.26390 -1.82803 3.44709
H -5.87059 2.63157 2.28791
H 5.04791 0.36222 -2.72319
H -2.59592 5.60213 -3.17657
H -3.09030 -6.39860 5.33592
H -1.66783 4.25339 -3.83147
H -4.79294 2.55230 3.69239
H -3.43308 -1.39913 5.07232
H -4.21501 -2.63840 7.07277
H 1.75907 1.03377 5.66084
H 3.13633 -3.96163 1.11036
H 2.03401 -0.22460 3.25195
H -3.25410 4.31920 -1.21560
H 0.07677 2.51769 6.65830
H -4.54143 3.79009 2.44077
H -1.31624 -6.14603 0.74273

=====

Record 3
55
Properties=species:S:1:pos:R:3 method="wB97M-V/def2-TZVPD" charge=0 orbital_gap_ev=8.746 e_lumo_ha=0.00281 smiles="NCCCCC[C@@]1(S)OC(=O)O[C@H]1[PH2]=S.COCCNCCOC"
S -1.57031 -2.54167 0.20435
S 1.09906 -1.58870 -4.79685
P -0.42139 -1.93882 -3.62268
O 0.82771 -0.38446 -1.73255
O -2.64169 5.06327 2.97718
O 1.74997 0.50782 0.14665
O -2.55380 1.79694 -0.24288
O 0.89406 -1.61536 0.12552
N -2.11032 2.14343 2.83950
N 4.27168 -0.89214 -0.83877
C -1.70397 4.36503 3.78848
C 4.10309 -3.01234 -2.19837
C -1.11474 3.18906 3.04279
C -1.68123 1.06936 1.95012
C -0.17042 -1.36257 -1.88656
C 0.52910 -3.75950 -1.01096
C 0.06043 -2.35261 -0.72083
C 1.71814 -3.91085 -1.95386
C -2.89484 3.17081 -0.18114
C -3.97862 4.97288 3.42808
C 3.10511 -3.73777 -1.29761
C 4.98059 -1.99102 -1.48476
C -1.40555 1.42112 0.49413
C 1.18854 -0.40674 -0.41809
H -4.57639 5.64060 2.81045
H -0.28367 2.77941 3.62310
H 3.49641 -4.72699 -1.12113
H -0.89899 5.06504 4.02871
H -2.46460 0.30766 1.96191
H -3.38997 3.42916 -1.11718
H -2.94862 2.56136 2.45943
H -4.37545 3.95663 3.32772
H -1.04562 0.51458 0.01476
H 0.81886 -4.18388 -0.05924
H -0.71002 3.56825 2.09470
H -0.29837 -4.35737 -1.34328
H -4.06658 5.29007 4.47130
H 5.59673 -2.48901 -0.74610
H 3.62293 -2.50705 -3.02715
H 5.65107 -1.54903 -2.20452
H 3.00630 -3.27821 -0.32262
H -2.16055 4.04228 4.72787
H 3.57793 -1.25127 -0.19978
H -1.51986 -1.18729 -4.05239
H -0.61115 2.16658 0.38321
H 4.76847 -3.74607 -2.63534
H 1.66019 -3.27024 -2.82262
H -1.11880 -0.89089 -1.65890
H -3.59580 3.37555 0.63255
H 1.67264 -4.92444 -2.32582
H -0.78318 0.60613 2.37144
H -0.83415 -3.28041 -3.57262
H 3.76466 -0.37865 -1.54949
H -2.01164 3.80339 -0.06859
H -2.22333 -3.29108 -0.69132